C6H19NSSi2 | the ωB97M-V functional and the def2-TZVPD basis

Last column: natural (NBO) charge in e.
Positions of all 29 atoms, in Å:
C: -3.154 0.631 1.217  -0.63
C: -1.451 -1.125 0.507  -0.65
C: -0.943 0.369 2.410  -0.65
C: 1.580 -0.923 -2.740  -0.43
C: 1.457 2.421 -1.713  -1.14
C: -1.686 0.233 1.134  0.00
N: 1.362 -1.213 -1.316  -1.10
Si: 2.400 -1.742 -0.015  1.06
Si: 0.903 1.354 -0.250  1.27
S: -1.116 1.571 -0.114  -0.26
H: -3.012 1.734 1.627  0.22
H: -3.612 0.599 0.179  0.22
H: -3.617 -0.047 1.824  0.21
H: -1.277 -1.084 -0.524  0.25
H: -2.403 -1.579 0.684  0.21
H: -0.550 -1.538 1.033  0.23
H: 0.126 0.142 2.242  0.22
H: -1.064 1.340 2.865  0.22
H: -1.277 -0.337 3.097  0.22
H: 2.605 -0.467 -2.891  0.17
H: 1.393 -1.871 -3.179  0.20
H: 0.713 -0.304 -3.010  0.19
H: 0.514 2.758 -2.268  0.26
H: 2.014 3.271 -1.234  0.25
H: 2.055 1.839 -2.451  0.27
H: 3.838 -1.117 0.170  -0.21
H: 1.652 -1.534 1.369  -0.20
H: 2.692 -3.157 -0.399  -0.21
H: 1.507 1.364 1.022  -0.20

Calculated values
* maximum force: 4.44 eV Å⁻¹
* relative energy (zero: lowest compared OMol25 entry of this formula, charge and spin): 4.716 eV
* LUMO (spin up / spin down): 0.0 / 0.0 eV
* HOMO energy (spin up / spin down): -7.78 / -7.78 eV
* gap between HOMO and LUMO (spin up / spin down): 7.75 / 7.75 eV
* E: -1271.8137 a.u.
* spin multiplicity: 1